No. 1
Molecular formula: C30H55BrCl2N10
Method: DFT, the ωB97M-V functional and the def2-TZVPD basis

Properties
Calculated total energy, hartree: -5217.4593
Highest occupied orbital energy, eV: -10.530
Strongest force on any atom, eV/Å: 6.98
Relative energy (zero: lowest compared OMol25 entry of this formula, charge and spin), kcal per mole: 12.8
Net charge: +2
Gap between HOMO and LUMO, Ha: 0.226

CARTESIAN COORDINATES (ANGSTROEM)
H: 5.3989 -23.9976 -3.0826
N: 13.4840 -25.0430 -2.7159
H: 5.2830 -26.9534 -8.9375
H: 11.9674 -31.0307 -4.6940
H: 9.7852 -23.5041 -9.5191
H: 10.5031 -22.8971 -3.9722
H: 16.6755 -25.8886 -7.9731
C: 11.2975 -22.9037 -4.7185
C: 12.9142 -23.4917 -8.6617
C: 6.2554 -23.1870 -5.0773
H: 6.6902 -25.2175 -7.1021
N: 5.3533 -23.8075 -6.0394
C: 11.4085 -25.0062 -8.1799
C: 3.4793 -24.6617 -6.8983
N: 13.6202 -24.5273 -8.1238
H: 10.2867 -32.9373 -0.9751
C: 13.7616 -23.3302 -4.0758
H: 13.3768 -27.9401 -0.8512
H: 3.4684 -22.9669 -5.4024
H: 15.4318 -23.9774 -7.2225
C: 5.6931 -24.8363 -6.9385
N: 7.0539 -28.8166 -2.9607
H: 5.2602 -28.0154 -3.6038
C: 15.5956 -25.9237 -8.1174
H: 8.8048 -27.9964 -6.9763
C: 8.7942 -28.8751 -1.6338
C: 10.0487 -32.0165 -1.5077
H: 7.2201 -23.0777 -5.5728
C: 6.1365 -28.5250 -4.0046
H: 8.2525 -27.0199 -2.7508
H: 6.7551 -28.3864 -7.6698
H: 5.7162 -29.7964 -7.3953
H: 11.3303 -25.3423 -3.3011
H: 5.8572 -22.1992 -4.8453
Br: 9.8936 -25.0220 -0.2708
H: 9.3180 -30.9870 0.1571
H: 6.3438 -27.6774 -4.6578
H: 4.8316 -27.4573 -7.3819
C: 15.0376 -24.5220 -8.0805
N: 7.8720 -29.9268 -6.9926
H: 13.0866 -25.4111 -0.6929
C: 13.1866 -27.3689 -1.7599
H: 13.7881 -27.9671 -2.4443
H: 11.6840 -21.8935 -4.8536
H: 7.0514 -23.5586 -3.1296
N: 8.2624 -30.1257 -1.5522
C: 4.5538 -26.7415 -8.1556
H: 6.4691 -30.9643 -2.5801
H: 5.9620 -29.3108 -4.7396
C: 11.1030 -29.2409 -5.6619
Cl: 8.0801 -26.4147 -9.8072
C: 3.9704 -23.6619 -6.0592
H: 15.4524 -24.1623 -2.7183
H: 15.5513 -26.4372 -9.0778
H: 15.4174 -24.0445 -8.9837
C: 9.3788 -31.0281 -5.8697
H: 14.6476 -25.8079 -1.3175
H: 9.8760 -22.5374 -8.0837
H: 2.4985 -24.9189 -7.2701
N: 4.5639 -25.4542 -7.3928
C: 10.4596 -22.8720 -8.9413
H: 10.6044 -22.0210 -9.6068
C: 8.1203 -31.1664 -6.4104
C: 6.6935 -29.4715 -7.7524
H: 12.1112 -27.3686 -1.9379
H: 9.9868 -31.7436 -5.3361
C: 12.6834 -25.5526 -7.8546
H: 9.6872 -32.2626 -2.5061
Cl: 9.0439 -25.9205 -5.0734
H: 12.0930 -30.9957 -6.4304
C: 12.1266 -30.3648 -5.5422
H: 13.1253 -29.9866 -5.3239
H: 10.8914 -31.3318 -1.6036
C: 8.9088 -29.0463 -6.7453
H: 9.6653 -28.7329 -1.0115
H: 11.6121 -28.5111 -6.2913
C: 8.8928 -31.2588 -0.8090
C: 8.0583 -28.0416 -2.4596
H: 3.5700 -27.0845 -8.4761
N: 12.4355 -23.6821 -4.1933
C: 12.2811 -24.8414 -3.4077
H: 10.4084 -25.3876 -8.0359
H: 15.2706 -26.5723 -7.3039
H: 10.8969 -28.8185 -4.6784
H: 10.9092 -23.2348 -5.6817
C: 6.2665 -24.0021 -3.7424
H: 6.8602 -29.6490 -8.8149
H: 7.2681 -31.8159 -6.5451
H: 14.1864 -22.5713 -4.7161
C: 14.4392 -24.1124 -3.0889
H: 8.0473 -31.9194 -0.6167
C: 7.1114 -30.1173 -2.3892
C: 13.5835 -25.8795 -1.5425
N: 11.5583 -23.7147 -8.5951
H: 6.5134 -25.0571 -3.8608
H: 13.0621 -26.5216 -7.5646
N: 9.9050 -29.7509 -6.0944
H: 13.2184 -22.4788 -8.8801

Cartesian forces (eV/Å) of the 2 atoms listed first:
-0.5 0.6 -0.6
-3.1 0.8 -1.9

Atomic partial charges in e from the Mulliken method, atoms 1 to 5:
1 H 0.432
2 N 0.312
3 H 0.284
4 H 0.383
5 H 0.343

---

No. 2
Molecular formula: C30H55Cl2N2O4P2Si4Ta
Method: DFT, the ωB97M-V functional and the def2-TZVPD basis

Properties
Calculated total energy, hartree: -4404.7760
Highest occupied orbital energy, eV: -5.511
Strongest force on any atom, eV/Å: 2.89
Relative energy (zero: lowest compared OMol25 entry of this formula, charge and spin), kcal per mole: 41.0
Gap between HOMO and LUMO, Ha: 0.121

CARTESIAN COORDINATES (ANGSTROEM)
C: 4.0799 0.9041 -1.5540
C: 3.1107 -1.7245 1.5010
C: 3.7007 -1.4771 -1.6969
H: -1.2852 2.8749 3.7142
H: -2.5646 0.3064 6.0879
C: 3.4817 -0.2548 -1.0379
C: -1.8823 1.8596 -5.1330
H: -4.9620 0.0983 -0.6545
Si: 1.7491 2.5583 1.4216
C: -2.8775 1.2795 0.7745
C: -2.5417 -2.0419 -1.7380
C: -4.7066 -2.6933 -2.5910
H: -0.8200 -3.9530 4.4057
H: 1.1238 -1.1201 -4.6181
H: -2.5553 -3.8102 4.1767
H: 4.0187 -1.4207 2.0418
P: -2.2588 -0.4107 0.4793
H: -3.3962 1.5880 -0.1577
H: -0.8363 -0.1524 5.8279
O: -1.9974 0.4577 4.1352
H: 2.9286 -4.6392 3.0910
H: -2.3172 4.7805 0.4332
H: 3.0725 -2.4932 4.7600
H: -1.8476 0.0704 -6.2759
H: 2.4481 -0.8593 4.4885
H: 3.9557 1.8684 -1.0632
C: -1.6067 -3.2629 4.0805
H: 1.2957 4.4159 2.9862
H: -6.3591 -1.3763 -2.0948
H: 1.6157 0.1641 -5.7490
H: 2.9356 3.7653 3.1868
H: 3.3294 0.9240 2.4565
C: 1.9361 -4.3314 2.7237
Si: 1.7991 -2.4677 2.6247
H: -1.6384 -2.4268 4.7904
C: -1.7136 3.9771 -0.0125
C: 2.1450 3.7991 0.0754
H: -2.5947 1.3615 -4.4683
Cl: 2.4165 1.8898 -4.8204
C: -3.1480 -1.0448 -0.9634
C: -1.8699 3.3001 2.8912
C: 1.8811 3.4906 3.0404
C: -0.0885 3.4556 -4.8124
H: 4.0036 1.5811 0.9725
H: 3.1200 4.2685 0.2729
H: -3.6573 1.2170 1.5451
H: 1.3814 -2.1502 5.0607
C: -1.6304 0.5546 5.5844
H: -2.9344 3.1829 3.1302
H: -3.2214 -1.0720 2.6316
H: 1.7766 -4.7790 1.7378
C: 5.1541 -0.3980 -3.2981
H: -2.5159 -4.6030 1.1435
H: -1.3252 1.5768 5.8125
H: -0.6075 1.3206 -6.7883
H: -0.8609 -5.0928 1.6807
C: -1.1162 0.8312 -5.9379
N: 0.1376 1.9052 1.2183
C: -1.1211 0.2230 3.2324
H: 4.7504 -2.5288 -3.2433
Cl: 0.7790 -1.9984 -2.3194
H: 1.5464 2.9147 3.9096
H: -0.7371 4.3836 -0.2931
C: -1.4597 -4.2975 1.2170
H: -1.6521 4.3761 2.8320
C: 4.8732 0.8343 -2.6953
Ta: 0.0764 -0.1639 1.3737
O: 0.1547 0.1629 3.4729
H: 1.1789 -4.7318 3.4110
C: -5.2909 -1.5841 -1.9605
H: 0.5293 -1.1791 -6.3677
Si: -1.5094 2.5612 1.2012
H: 5.8473 -0.4537 -4.1431
C: 3.0710 1.2020 1.4279
H: -0.4657 4.3667 -5.3114
C: 2.2072 -1.9220 4.3783
H: 3.1756 -2.3687 -1.3654
C: -3.3260 -2.9262 -2.4673
H: -3.5454 -2.2501 1.3397
C: 0.7864 -0.5417 -5.4955
H: -1.0610 -4.0678 0.2219
O: -0.2799 0.2095 -4.9987
O: -1.1083 2.6465 -4.2530
P: 2.5618 -0.2909 0.5180
H: 1.3835 4.5894 0.0515
H: -2.8700 -3.8049 -2.9461
C: -4.5138 -0.7609 -1.1499
H: 5.2684 1.7522 -3.1395
H: -1.4451 -2.1145 -1.7769
H: 2.1933 3.3208 -0.9086
N: 0.2118 -2.0418 2.0360
Si: -1.3677 -2.7941 2.2892
H: -2.2337 3.6407 -0.9179
H: 0.5465 2.8934 -5.5296
C: -2.7669 -1.6095 1.7882
C: 4.5488 -1.5585 -2.7864
H: 0.5701 3.7198 -3.9781
H: -2.4568 2.5156 -5.8089
H: -5.3325 -3.3855 -3.1649
H: 3.4228 -2.5099 0.8006

Cartesian forces (eV/Å) of the 2 atoms listed first:
-0.1 -0.1 0.2
0.4 0.0 -0.3

Atomic partial charges in e from the Mulliken method, atoms 1 to 5:
1 C -0.317
2 C -1.251
3 C -0.910
4 H 0.150
5 H 0.308

---

Which value of relative energy (zero: lowest compared OMol25 entry of this formula, charge and spin) does entry 2 give? 41.0 kcal per mole

---

Which of these has the lowest highest occupied orbital energy? C30H55BrCl2N10

---

Which of these has the highest strongest force on any atom? C30H55BrCl2N10

---

Among the records above, which one has the highest highest occupied orbital energy? C30H55Cl2N2O4P2Si4Ta